# 1
The following is a quantum chemistry calculation of C16H20N4O4 in the gas phase, from OMol25.

XYZ file:
```
44
Properties=species:S:1:pos:R:3:forces:R:3
C -0.48283 -2.06038 -0.24748 -0.13 0.03 0.69
C -1.85720 -1.94156 -0.87369 -1.29 -1.13 -0.63
C 0.45449 -1.52206 -1.32227 -0.07 1.08 -0.91
C 1.81248 -1.26461 -0.76882 -0.79 -1.92 -1.33
C 2.72436 -2.28569 -0.71737 0.54 2.18 1.91
C 2.32632 -0.11313 -0.15832 1.34 0.77 0.30
C 3.61674 -0.47807 0.29821 -0.06 1.51 1.07
C 1.90326 1.21759 -0.00183 -1.35 -0.12 1.10
C 4.39978 0.49983 0.95244 -0.28 0.66 -0.53
C 2.69074 2.18001 0.62442 -0.87 -0.42 -1.40
C 3.98284 1.81758 1.03944 -0.56 1.16 0.05
C -2.17956 0.05551 0.54099 0.13 -0.11 -1.41
C -2.34979 -0.56984 1.88358 -0.08 3.00 3.82
C -2.90064 1.36914 0.40591 -1.20 0.40 0.74
C -2.63638 2.05911 -0.91620 0.87 -1.55 -0.33
C -1.25907 2.65037 -1.10237 -0.63 -0.11 -0.53
H -0.28978 -4.02680 -0.75379 -0.05 0.26 0.34
H -0.80580 -3.81911 0.78156 0.19 0.20 -0.19
H -0.41486 -1.43802 0.68189 0.26 -0.88 -0.96
H 0.49124 -2.33428 -2.06494 0.06 0.44 -0.08
H 0.03950 -0.58507 -1.84715 0.42 -1.33 0.83
H 2.57459 -3.30581 -0.97673 0.26 -0.48 -0.14
H 4.58648 -2.35522 0.34480 0.32 0.04 0.01
H 0.82959 1.43116 -0.15595 1.03 0.05 -0.46
H 5.37423 0.36470 1.31552 1.25 -0.87 0.35
H 2.25427 3.19820 0.59019 0.74 -0.60 0.57
H 4.59773 2.67418 1.40911 -0.13 -1.32 -0.07
H -3.64544 -0.93789 -0.60199 0.91 -0.05 -0.28
H -1.11488 0.38512 0.41937 -0.62 -0.86 0.00
H -2.55055 1.90191 1.28805 -0.43 0.61 -0.06
H -4.01295 1.26079 0.44256 0.77 -0.19 0.46
H -3.43387 2.69379 -1.16168 -0.92 1.52 -0.02
H -2.71421 1.28561 -1.68793 0.20 0.07 0.05
H -1.82659 4.42057 -0.29938 0.29 -0.16 0.14
H -0.22851 4.34619 -0.85293 0.51 0.24 -0.05
H -2.48484 -2.00169 2.90966 0.02 -0.50 0.57
N -0.14482 -3.46164 0.09027 -0.27 0.49 -0.36
N 3.81855 -1.79341 0.04378 -0.58 -1.06 -1.20
N -2.62224 -0.85375 -0.51260 0.24 -0.07 0.27
N -1.00955 3.84763 -0.48061 -0.62 -0.17 -0.13
O -2.26244 -2.77936 -1.68243 0.35 0.96 0.95
O -2.47437 0.08804 2.94343 0.17 -1.08 -2.65
O -0.45602 2.05359 -1.79040 0.32 0.36 0.15
O -2.31998 -1.87321 1.97166 -0.25 -1.06 -0.69
```
Forces are in eV/Å.

Results
Structure (SMILES) = NC(=O)CC[C@H](NC(=O)[C@@H](N)Cc1c[nH]c2ccccc12)C(=O)O
Gap between HOMO and LUMO = 8.082 eV
Spin multiplicity = 1
F_max = 4.86 eV/A

***

# 2
The following is a quantum chemistry calculation of a molecular structure, C16H21BBr18O2PS, from OMol25.

XYZ file:
```
60
Properties=species:S:1:pos:R:3:forces:R:3
S -2.17433 2.71598 -1.42198 0.34 -0.08 -0.24
P -0.36042 2.34825 -0.76225 -1.44 0.42 0.69
C -0.29479 1.95072 1.06916 0.01 -1.92 -0.22
C -0.08881 0.37239 1.21905 -0.22 -0.13 2.71
O -0.35397 0.24735 2.64059 0.22 -0.67 -0.44
B -1.02373 1.46862 3.13423 0.29 0.65 0.21
C -2.11850 1.34227 4.33835 -0.44 -0.11 0.85
C -1.67299 0.32896 5.49591 0.38 0.57 -0.77
C -0.12909 0.44894 5.77559 0.24 -0.98 -0.06
C 0.66546 -0.73795 5.45004 1.28 2.01 0.89
C 2.10594 -0.70049 5.64437 -1.82 1.72 0.35
C 2.67755 0.53260 6.16040 -0.50 -0.15 -0.15
C 1.90411 1.70949 6.48019 -1.72 -1.40 -0.71
C 0.46066 1.66829 6.28992 1.06 -2.09 -0.50
O -1.44753 2.12176 1.84665 0.24 0.91 -1.31
H 0.21722 1.21449 -1.42197 0.26 0.69 0.40
H 0.50577 3.48131 -0.94745 0.02 -0.80 -0.04
H 0.61136 2.45359 1.50725 -0.60 -0.31 -0.23
H -0.89178 -0.30569 0.80302 0.94 1.08 -0.79
H 0.95020 -0.03352 1.10416 -0.73 0.46 -0.59
H -0.23362 2.28933 3.56279 0.87 0.09 0.36
H -2.16007 2.35559 4.83733 -0.17 -0.83 -0.62
H -3.16307 1.08597 4.00972 0.73 0.11 0.33
H -1.92079 -0.69970 5.12164 0.43 0.75 0.57
H -2.25850 0.52483 6.43392 0.50 -0.21 -0.73
H 0.15634 -1.63924 5.04595 0.45 0.85 0.31
H 2.72608 -1.58593 5.37542 -0.43 0.94 0.36
H 3.77843 0.56932 6.31778 -0.90 0.01 -0.16
H 2.35032 2.65784 6.84392 -0.08 -0.94 -0.27
H -0.23155 2.51041 6.51105 0.84 -0.56 -0.20
C -1.31771 6.11758 5.25531 -0.13 0.00 -0.37
Br -1.55509 5.08589 3.64296 0.08 0.03 0.29
Br -2.25562 5.33099 6.75559 0.14 0.05 -0.12
Br 0.55485 6.40819 5.65526 -0.17 -0.06 0.01
H -1.75927 7.09261 5.08153 0.10 -0.12 0.13
C 0.78051 -1.36108 -3.78857 -0.02 0.14 0.22
Br 0.60644 -1.73624 -1.90125 0.12 0.04 -0.17
Br 1.60742 0.35864 -4.10680 -0.39 -0.15 -0.01
Br 1.69573 -2.79295 -4.72486 -0.15 0.14 0.08
H -0.22119 -1.30903 -4.19645 0.18 -0.05 0.05
C -0.53433 -2.44935 -7.85728 0.12 0.03 0.03
Br -0.67261 -4.35198 -7.53498 -0.04 0.26 -0.07
Br -1.12461 -1.98004 -9.63775 0.05 -0.13 0.30
Br -1.45576 -1.41903 -6.50314 -0.06 -0.13 -0.36
H 0.51783 -2.19163 -7.79203 -0.15 -0.04 0.05
C 6.06246 0.02848 -3.53535 -0.07 -0.09 0.13
Br 5.46861 1.82405 -3.94194 0.06 -0.22 0.00
Br 4.64170 -1.26197 -3.75645 0.54 0.07 0.00
Br 7.63793 -0.45467 -4.54996 -0.18 0.08 0.08
H 6.34387 0.01669 -2.48782 -0.02 0.03 -0.16
C -1.85979 -3.53255 0.64453 0.06 0.15 -0.01
Br -0.36043 -3.12834 1.79391 -0.24 -0.05 -0.15
Br -2.56052 -5.30910 0.97146 0.05 0.15 -0.02
Br -3.23620 -2.18219 0.76593 0.22 -0.19 0.03
H -1.49130 -3.52029 -0.37601 -0.07 -0.04 0.14
C -2.90913 -4.83957 -12.54152 -0.03 -0.04 0.04
Br -3.24107 -5.53868 -10.77017 0.09 0.13 -0.22
Br -3.02796 -2.91039 -12.58286 -0.02 -0.22 -0.08
Br -1.22745 -5.46947 -13.25937 -0.19 0.10 0.12
H -3.69319 -5.22034 -13.18674 0.12 0.07 0.08
```
Forces are in eV/Å.

Results
Gap between HOMO and LUMO = 5.185 eV
Spin multiplicity = 1
F_max = 2.72 eV/A
Total charge = -1

***

# 3
The following is a quantum chemistry calculation of 13 unconnected molecules or ions with the total composition C16H21Cl36N2O, from OMol25.

XYZ file:
```
76
Properties=species:S:1:pos:R:3:forces:R:3
C -1.97695 -5.34716 0.74029 0.59 -0.07 0.55
N -1.11431 -4.24708 0.36081 -0.52 -0.14 -0.46
N -1.26812 -3.20297 1.36064 -0.02 0.57 0.39
C -0.03087 -2.45817 1.59764 -0.43 -0.60 -0.19
C -2.29517 -2.35442 0.83577 0.49 0.33 -1.34
C -3.61653 -2.45517 1.55870 0.20 -0.74 -0.54
O -2.16250 -1.61418 -0.14726 -0.25 -0.62 1.51
H -3.04559 -5.10108 0.85323 -0.17 0.00 0.07
H -1.93268 -6.13397 -0.01245 -0.01 0.23 0.37
H -1.63139 -5.80957 1.68728 -0.31 -0.05 0.22
H 0.24306 -2.57117 2.64562 0.19 0.21 0.16
H -0.17453 -1.41511 1.33084 0.26 -0.13 0.16
H 0.75330 -2.90037 0.98611 0.15 0.06 -0.16
H -4.40599 -2.56741 0.81798 -0.24 0.35 0.01
H -3.78132 -1.59775 2.20470 0.09 0.03 -0.23
H -3.59824 -3.35586 2.15832 -0.02 -0.03 0.27
C 0.94702 1.60541 2.40965 -0.19 -0.13 -0.22
Cl 1.26063 0.37701 3.62974 0.02 -0.04 0.02
Cl 0.15371 0.93845 0.98863 0.07 0.46 0.14
Cl -0.01225 2.92573 3.11603 0.02 0.06 -0.02
H 1.89501 2.01554 2.09830 0.03 0.08 0.02
C 1.54957 1.39923 7.86661 -0.05 0.00 -0.13
Cl 2.30884 -0.00748 7.12518 0.03 -0.01 0.04
Cl 1.52945 2.76419 6.74842 0.01 0.00 0.02
Cl -0.08352 1.01611 8.41356 0.01 0.00 0.02
H 2.13468 1.68107 8.73019 0.01 0.01 0.03
C -0.65616 1.40515 -2.85913 -0.17 -0.17 0.24
Cl -1.25744 0.11897 -1.83325 0.27 0.15 -0.20
Cl -1.02212 2.99440 -2.16935 -0.06 -0.01 -0.02
Cl 1.08929 1.28595 -3.15590 0.01 -0.04 -0.08
H -1.15930 1.32980 -3.81006 0.06 0.10 -0.14
C -3.07273 4.98790 1.01516 -0.07 -0.09 -0.06
Cl -2.51735 5.45972 -0.58964 -0.04 0.15 0.04
Cl -3.58385 6.40272 1.94493 0.03 0.01 0.02
Cl -4.37423 3.80641 0.90557 0.04 0.01 0.01
H -2.24280 4.52634 1.53178 0.05 -0.03 0.03
C -0.18443 -4.86939 -2.33793 -0.13 0.07 -0.06
Cl 1.39925 -5.42966 -2.86460 0.37 -0.29 -0.29
Cl -0.83198 -3.66793 -3.46521 0.00 -0.03 0.01
Cl -1.30833 -6.22851 -2.17731 0.36 0.05 -0.82
H -0.05786 -4.40379 -1.36060 -0.59 0.00 0.39
C 0.02437 3.89827 -5.91510 -0.06 0.09 -0.02
Cl 0.65697 4.37549 -7.49213 0.01 0.01 0.10
Cl -0.50246 5.30593 -4.99322 0.02 0.01 -0.04
Cl -1.30049 2.74961 -6.12104 0.00 -0.01 0.00
H 0.81958 3.41070 -5.36582 -0.03 -0.06 0.05
C -6.30685 -1.85039 4.70523 0.09 0.02 -0.18
Cl -7.99391 -1.47302 4.32730 -0.02 0.02 0.04
Cl -5.88886 -3.46595 4.15308 -0.07 0.17 0.08
Cl -5.22610 -0.64032 4.00753 -0.22 0.11 0.27
H -6.19098 -1.82081 5.77937 -0.02 0.01 0.04
C 3.62328 -1.95104 -4.56200 -0.14 -0.05 0.06
Cl 2.43014 -2.06733 -3.28450 0.06 0.09 -0.03
Cl 3.44531 -3.27563 -5.71896 0.03 0.00 0.00
Cl 3.52411 -0.38963 -5.39566 0.04 0.01 0.00
H 4.60582 -2.02667 -4.11841 0.05 0.01 -0.03
C -4.84791 -6.78209 6.02440 0.05 0.10 -0.07
Cl -3.25113 -6.26950 6.56805 -0.02 -0.01 0.01
Cl -6.11529 -5.94370 6.93108 -0.02 -0.04 0.01
Cl -5.02944 -6.53332 4.29144 0.05 -0.20 0.00
H -4.94670 -7.83959 6.22275 -0.01 -0.03 0.02
C 4.79891 3.65829 1.77351 -0.15 0.04 -0.08
Cl 3.56902 3.85473 3.02559 0.07 0.06 0.07
Cl 4.22504 2.56440 0.51433 0.01 -0.01 0.01
Cl 5.26037 5.21737 1.08846 -0.05 -0.24 0.13
H 5.67540 3.21956 2.22915 0.02 -0.01 0.02
C 8.65058 6.77919 -0.68063 -0.07 -0.09 -0.02
Cl 8.87414 6.37455 -2.38221 0.01 0.02 0.01
Cl 7.01294 7.36436 -0.38617 0.15 0.23 -0.12
Cl 9.02185 5.39270 0.34580 0.01 0.02 0.01
H 9.33930 7.57358 -0.43113 0.02 0.03 0.01
C 1.98554 2.27726 -10.90264 -0.01 -0.06 0.13
Cl 2.48832 3.82286 -10.21078 0.06 0.00 -0.13
Cl 3.38164 1.23155 -11.16905 0.01 0.01 -0.03
Cl 0.79582 1.48276 -9.87569 0.01 0.02 -0.03
H 1.52641 2.47392 -11.86088 -0.01 0.02 -0.03
```
Forces are in eV/Å.

Results
Gap between HOMO and LUMO = 3.959 eV
Spin multiplicity = 1
F_max = 1.66 eV/A
Total charge = -1

***

Copy entry 1 word for word.
The following is a quantum chemistry calculation of C16H20N4O4 in the gas phase, from OMol25.

XYZ file:
```
44
Properties=species:S:1:pos:R:3:forces:R:3
C -0.48283 -2.06038 -0.24748 -0.13 0.03 0.69
C -1.85720 -1.94156 -0.87369 -1.29 -1.13 -0.63
C 0.45449 -1.52206 -1.32227 -0.07 1.08 -0.91
C 1.81248 -1.26461 -0.76882 -0.79 -1.92 -1.33
C 2.72436 -2.28569 -0.71737 0.54 2.18 1.91
C 2.32632 -0.11313 -0.15832 1.34 0.77 0.30
C 3.61674 -0.47807 0.29821 -0.06 1.51 1.07
C 1.90326 1.21759 -0.00183 -1.35 -0.12 1.10
C 4.39978 0.49983 0.95244 -0.28 0.66 -0.53
C 2.69074 2.18001 0.62442 -0.87 -0.42 -1.40
C 3.98284 1.81758 1.03944 -0.56 1.16 0.05
C -2.17956 0.05551 0.54099 0.13 -0.11 -1.41
C -2.34979 -0.56984 1.88358 -0.08 3.00 3.82
C -2.90064 1.36914 0.40591 -1.20 0.40 0.74
C -2.63638 2.05911 -0.91620 0.87 -1.55 -0.33
C -1.25907 2.65037 -1.10237 -0.63 -0.11 -0.53
H -0.28978 -4.02680 -0.75379 -0.05 0.26 0.34
H -0.80580 -3.81911 0.78156 0.19 0.20 -0.19
H -0.41486 -1.43802 0.68189 0.26 -0.88 -0.96
H 0.49124 -2.33428 -2.06494 0.06 0.44 -0.08
H 0.03950 -0.58507 -1.84715 0.42 -1.33 0.83
H 2.57459 -3.30581 -0.97673 0.26 -0.48 -0.14
H 4.58648 -2.35522 0.34480 0.32 0.04 0.01
H 0.82959 1.43116 -0.15595 1.03 0.05 -0.46
H 5.37423 0.36470 1.31552 1.25 -0.87 0.35
H 2.25427 3.19820 0.59019 0.74 -0.60 0.57
H 4.59773 2.67418 1.40911 -0.13 -1.32 -0.07
H -3.64544 -0.93789 -0.60199 0.91 -0.05 -0.28
H -1.11488 0.38512 0.41937 -0.62 -0.86 0.00
H -2.55055 1.90191 1.28805 -0.43 0.61 -0.06
H -4.01295 1.26079 0.44256 0.77 -0.19 0.46
H -3.43387 2.69379 -1.16168 -0.92 1.52 -0.02
H -2.71421 1.28561 -1.68793 0.20 0.07 0.05
H -1.82659 4.42057 -0.29938 0.29 -0.16 0.14
H -0.22851 4.34619 -0.85293 0.51 0.24 -0.05
H -2.48484 -2.00169 2.90966 0.02 -0.50 0.57
N -0.14482 -3.46164 0.09027 -0.27 0.49 -0.36
N 3.81855 -1.79341 0.04378 -0.58 -1.06 -1.20
N -2.62224 -0.85375 -0.51260 0.24 -0.07 0.27
N -1.00955 3.84763 -0.48061 -0.62 -0.17 -0.13
O -2.26244 -2.77936 -1.68243 0.35 0.96 0.95
O -2.47437 0.08804 2.94343 0.17 -1.08 -2.65
O -0.45602 2.05359 -1.79040 0.32 0.36 0.15
O -2.31998 -1.87321 1.97166 -0.25 -1.06 -0.69
```
Forces are in eV/Å.

Results
Structure (SMILES) = NC(=O)CC[C@H](NC(=O)[C@@H](N)Cc1c[nH]c2ccccc12)C(=O)O
Gap between HOMO and LUMO = 8.082 eV
Spin multiplicity = 1
F_max = 4.86 eV/A

***

Q: What is the F_max in the third record?
A: 1.66 eV/A

***

Q: The lowest F_max belongs to which entry?
A: C16H21Cl36N2O